(1)
# HO3PS2

2 unconnected molecules or ions with the total composition HO3PS2 at a distorted geometry (wB97M-V/def2-TZVPD, the Open Molecules 2025 dataset).

XYZ file:
```
7
Properties=species:S:1:pos:R:3:forces:R:3:lowdin_charge:R:1
O -0.757 1.705 -0.619 2.376 -1.993 -1.894 -0.64
O -2.454 1.553 1.000 -1.262 -1.973 1.547 -0.56
O -0.318 -0.801 0.253 -3.177 -2.281 1.336 -0.31
P -1.622 -0.520 -0.620 0.378 0.306 0.072 0.48
S -2.868 -1.871 -0.040 -0.782 -0.235 0.094 0.35
S -1.764 2.440 0.107 -1.122 3.615 0.173 0.69
H 0.399 -0.352 -0.042 3.590 2.562 -1.329 -0.01
```
Positions in Å, forces in eV/Å.

Calculated values
* net charge: 0
* 2S+1: 3
* ΔE to the lowest compared entry with this formula, charge and spin: 28.2 kcal per mole
* E_HOMO (spin up / spin down): -6.62 / -10.48 eV
* expectation value of S²: 2.02
* Kohn-Sham gap (spin up / spin down): 5.05 / 6.80 eV

---

(2)
# C6H9NO3

A single C6H9NO3 molecule at a distorted geometry (wB97M-V/def2-TZVPD, the Open Molecules 2025 dataset).

XYZ file:
```
19
Properties=species:S:1:pos:R:3:forces:R:3:lowdin_charge:R:1
C 0.721 0.451 0.072 -1.854 -1.470 0.888 -0.31
C 1.932 -0.207 0.684 0.013 -0.088 -0.168 -0.09
C 0.864 0.676 -1.419 -0.138 -0.229 -0.019 -0.07
C -1.896 -0.096 -0.341 -1.523 -0.490 0.246 -0.51
C -0.891 -0.435 2.021 -0.900 1.689 3.509 0.08
C -0.639 -0.706 0.237 3.426 -0.090 -3.127 -0.43
O -2.121 1.185 0.018 0.536 0.056 0.060 0.11
N -0.312 -1.937 0.013 -0.106 1.010 -0.790 0.10
O -2.685 -0.734 -0.987 0.281 0.250 -0.143 0.13
O -0.820 0.353 2.838 0.336 -0.570 -0.882 0.20
H -2.966 1.485 -0.351 0.038 -0.251 -0.076 0.14
H 0.415 1.366 0.583 0.080 -0.044 0.035 0.12
H -1.061 -2.444 -0.456 -0.176 0.041 0.237 0.06
H 2.827 0.388 0.493 -0.014 0.045 0.032 0.08
H 2.066 -1.192 0.230 0.008 0.072 0.091 0.08
H 1.832 -0.336 1.760 0.012 -0.012 0.089 0.07
H 0.008 1.194 -1.849 -0.054 0.055 -0.003 0.08
H 0.971 -0.285 -1.925 0.076 0.032 -0.027 0.09
H 1.755 1.276 -1.620 -0.041 -0.005 0.049 0.09
```
Positions in Å, forces in eV/Å.

Calculated values
* net charge: 0
* ΔE to the lowest compared entry with this formula, charge and spin: 64.2 kcal per mole
* E_HOMO (spin up / spin down): -8.94 / -8.94 eV
* Kohn-Sham gap (spin up / spin down): 8.28 / 8.28 eV

---

(3)
# C19H22N8OOsSSe4

A molecular structure, C19H22N8OOsSSe4 (wB97M-V/def2-TZVPD, the Open Molecules 2025 dataset).

XYZ file:
```
56
Properties=species:S:1:pos:R:3:forces:R:3:lowdin_charge:R:1
Os 0.746 0.050 0.170 -0.005 -0.003 0.019 0.47
N -2.145 -1.860 -0.065 0.004 -0.001 -0.002 0.15
C -1.366 -2.250 0.958 0.000 -0.013 -0.008 -0.45
N -1.862 -3.099 1.832 0.013 -0.009 0.006 0.20
C -1.042 -3.489 2.813 -0.011 0.030 0.010 -0.40
N -1.526 -4.250 3.780 0.000 -0.009 0.000 0.22
N 0.282 -3.181 2.863 -0.002 -0.007 -0.006 0.21
C 0.673 -2.319 1.975 -0.001 -0.017 -0.008 -0.27
N -0.109 -1.726 1.043 -0.006 0.010 0.005 -0.06
C 2.110 -1.987 1.877 -0.001 0.014 0.006 -0.18
C 3.067 -2.655 2.613 0.004 -0.002 -0.001 0.04
C 4.404 -2.384 2.368 -0.001 0.000 -0.001 0.01
C 4.729 -1.473 1.376 0.000 0.000 -0.001 0.00
C 3.714 -0.833 0.690 -0.001 0.002 0.002 -0.15
N 2.422 -1.061 0.951 0.003 -0.023 0.013 -0.13
H -3.036 -2.325 -0.146 0.001 0.004 0.002 0.13
H -1.704 -1.537 -0.912 -0.005 0.010 0.005 0.05
H -2.496 -4.517 3.769 0.002 0.000 -0.001 0.13
H -0.919 -4.579 4.511 -0.001 0.000 -0.001 0.13
H 2.748 -3.380 3.347 -0.002 0.000 0.000 0.13
H 5.178 -2.889 2.928 0.001 0.000 0.001 0.13
H 5.758 -1.251 1.130 0.000 0.002 -0.001 0.13
H 3.934 -0.119 -0.092 0.005 0.001 0.000 0.08
Se 2.078 1.921 0.173 -0.012 0.011 -0.026 0.26
Se 1.020 3.953 0.033 -0.019 -0.019 -0.011 0.19
Se -1.191 3.421 -0.105 0.023 0.046 0.010 0.18
Se -1.298 1.128 0.169 -0.012 -0.031 -0.004 0.24
C 3.999 -1.073 -5.435 -0.002 -0.003 0.001 -0.09
C 3.399 -2.010 -4.394 -0.002 -0.005 -0.002 -0.24
C 1.884 -2.118 -4.497 -0.001 0.003 -0.014 -0.19
N 1.222 -0.818 -4.298 0.010 0.007 0.020 0.06
C 0.879 -0.296 -3.146 -0.036 -0.019 -0.002 -0.64
S 1.080 -1.265 -1.702 0.022 0.008 -0.003 0.73
N 0.361 0.942 -3.035 0.044 0.004 -0.001 0.11
C 0.443 2.080 -3.919 -0.046 -0.004 0.014 -0.35
O 0.636 3.140 -3.391 0.011 0.005 0.008 0.12
C 0.230 1.874 -5.364 0.025 0.007 -0.025 -0.18
C 0.937 2.681 -6.255 -0.009 -0.005 0.012 0.00
C 0.719 2.549 -7.616 -0.002 0.000 -0.003 -0.04
C -0.220 1.640 -8.084 0.001 -0.001 0.000 -0.04
C -0.948 0.855 -7.196 0.004 0.000 0.000 -0.05
C -0.721 0.965 -5.834 -0.009 0.005 0.003 -0.05
H 5.085 -1.052 -5.358 0.001 0.001 0.000 0.08
H 3.646 -0.046 -5.310 0.000 0.003 0.000 0.07
H 3.747 -1.397 -6.447 0.000 0.000 -0.001 0.08
H 3.668 -1.687 -3.384 -0.006 -0.002 -0.002 0.09
H 3.804 -3.016 -4.517 0.004 0.000 0.002 0.12
H 1.476 -2.830 -3.782 0.008 0.003 -0.001 0.09
H 1.592 -2.452 -5.493 -0.005 -0.003 0.001 0.14
H 1.061 -0.252 -5.123 0.013 0.000 -0.001 0.13
H 0.268 1.245 -2.069 -0.002 -0.005 -0.006 -0.01
H 1.647 3.402 -5.871 0.001 0.001 -0.002 0.13
H 1.273 3.164 -8.312 0.001 -0.001 -0.001 0.12
H -0.397 1.549 -9.147 -0.001 0.001 -0.001 0.12
H -1.698 0.170 -7.566 -0.002 0.000 -0.001 0.12
H -1.302 0.372 -5.137 -0.003 0.003 0.002 0.12
```
Positions in Å, forces in eV/Å.

Calculated values
* net charge: +2
* ΔE to the lowest compared entry with this formula, charge and spin: 0.0 kcal per mole
* E_HOMO (spin up / spin down): -13.61 / -13.61 eV
* Kohn-Sham gap (spin up / spin down): 5.68 / 5.68 eV

---

(4)
# C61H49N2O8P

4 unconnected molecules or ions with the total composition C61H49N2O8P at a distorted geometry (wB97M-V/def2-TZVPD, the Open Molecules 2025 dataset).

XYZ file:
```
121
Properties=species:S:1:pos:R:3:forces:R:3:lowdin_charge:R:1
C 4.819 -1.942 -1.895 0.143 -0.010 0.153 0.15
C 4.119 -1.193 -2.511 -0.021 0.636 -0.172 -0.12
N 3.273 -0.165 -2.903 0.710 -1.191 1.003 0.07
C 3.093 0.796 -1.852 -1.441 0.170 -0.491 -0.34
O 3.952 1.241 -1.159 0.036 -0.140 -0.040 0.14
C 1.602 1.051 -1.860 -1.209 0.059 -0.286 -0.07
C 0.808 1.918 -1.108 1.357 0.788 -0.245 -0.25
P 1.574 2.976 0.195 -0.730 -1.013 2.035 0.75
N 1.316 2.295 1.601 -0.110 0.559 -0.476 -0.30
C -0.569 1.965 -1.333 -0.029 -0.282 -0.183 -0.02
C -1.229 1.166 -2.283 0.633 0.043 0.305 -0.11
C -2.738 1.412 -2.426 -0.156 0.247 -0.477 -0.30
C -3.147 1.692 -3.913 0.914 -0.724 0.558 -0.05
C -3.680 0.377 -1.739 -0.028 0.540 0.254 -0.20
C -3.124 -0.320 -0.471 -1.000 0.012 -0.039 -0.08
C -0.426 0.259 -3.039 -0.720 0.057 -0.380 -0.07
C -0.994 -0.667 -4.106 0.363 -0.359 0.057 -0.11
C -1.718 -1.929 -3.583 0.733 -0.416 -0.449 -0.15
C -0.788 -3.006 -2.964 -0.897 -0.547 0.946 -0.37
C -1.707 -4.237 -2.666 -0.077 0.602 0.025 -0.09
C -0.179 -2.583 -1.585 -0.084 -0.087 -0.678 -0.05
C 0.947 0.235 -2.808 1.089 0.321 0.313 -0.03
C 2.031 -0.578 -3.482 -0.421 0.433 -0.233 -0.33
O 1.990 -1.395 -4.358 -0.157 -0.039 0.206 0.13
H 5.433 -2.549 -1.261 -0.123 0.002 -0.421 0.04
H 0.994 4.272 0.146 0.269 -0.161 -0.714 0.01
H 2.956 3.087 -0.044 -0.366 0.202 -0.723 0.00
H 0.765 2.911 2.194 0.125 -0.253 0.223 -0.07
H -1.172 2.657 -0.742 0.182 -0.122 -0.090 0.12
H -2.922 2.366 -1.908 0.271 -0.312 0.025 0.12
H -2.230 1.986 -4.444 -0.479 0.288 -0.061 0.08
H -3.459 0.742 -4.366 -0.310 0.413 -0.064 0.07
H -3.910 2.469 -3.991 0.049 -0.258 -0.047 0.08
H -4.066 -0.330 -2.486 0.290 -0.023 0.261 0.10
H -4.563 0.950 -1.416 0.186 -0.117 -0.287 0.11
H -3.921 -0.314 0.289 0.285 -0.086 -0.147 0.07
H -2.922 -1.377 -0.672 0.390 0.262 0.150 0.05
H -2.274 0.198 -0.014 0.011 -0.271 -0.284 0.07
H -0.136 -1.039 -4.680 -0.290 0.122 0.135 0.08
H -1.620 -0.152 -4.842 0.052 0.103 0.433 0.10
H -2.182 -2.405 -4.463 -0.019 0.242 0.257 0.11
H -2.516 -1.728 -2.860 0.129 0.164 -0.159 0.09
H -0.003 -3.337 -3.657 -0.154 0.401 0.034 0.13
H -1.140 -5.171 -2.584 -0.137 0.173 -0.077 0.08
H -2.211 -4.061 -1.701 0.082 -0.137 -0.258 0.07
H -2.508 -4.321 -3.416 0.363 -0.264 0.076 0.07
H 0.859 -2.240 -1.669 -0.205 -0.122 0.147 0.07
H -0.237 -3.442 -0.908 0.318 0.237 -0.039 0.08
H -0.776 -1.776 -1.146 0.173 -0.130 -0.013 0.06
O -1.927 1.740 -11.238 -0.015 -0.039 0.016 0.11
C -2.319 0.653 -10.866 0.114 0.325 -0.114 -0.28
C -3.458 -0.020 -11.546 -0.041 -0.120 0.045 -0.08
C -4.062 0.597 -12.635 -0.101 0.029 -0.143 0.00
C -5.099 -0.035 -13.301 0.008 -0.048 0.041 -0.06
C -5.538 -1.287 -12.882 0.043 0.055 0.019 -0.06
C -4.949 -1.900 -11.788 -0.139 -0.041 -0.115 0.00
C -3.912 -1.267 -11.113 0.056 0.120 -0.054 -0.08
C -3.302 -1.929 -9.928 -0.133 -0.327 0.115 -0.28
O -3.732 -2.988 -9.519 0.018 0.043 -0.011 0.11
C -2.149 -1.266 -9.261 0.032 0.125 -0.041 -0.08
C -1.543 -1.886 -8.174 0.108 -0.025 0.133 0.00
C -0.450 -1.295 -7.562 -0.006 0.002 -0.036 -0.06
C 0.042 -0.081 -8.032 -0.054 -0.024 0.006 -0.05
C -0.566 0.547 -9.107 0.132 0.043 0.125 0.00
C -1.666 -0.040 -9.722 -0.030 -0.130 0.040 -0.08
H -3.718 1.569 -12.963 0.094 -0.026 0.094 0.12
H -5.566 0.446 -14.151 0.010 -0.007 0.013 0.11
H -6.341 -1.785 -13.411 0.008 0.010 0.014 0.11
H -5.293 -2.871 -11.459 0.087 0.028 0.101 0.12
H -1.924 -2.832 -7.811 -0.073 0.009 -0.115 0.12
H 0.023 -1.780 -6.719 0.038 -0.014 -0.044 0.10
H 0.902 0.374 -7.557 -0.009 -0.018 -0.004 0.11
H -0.185 1.492 -9.470 -0.113 -0.011 -0.082 0.12
O 0.409 3.993 4.747 -0.072 0.079 -0.072 0.10
C -0.212 4.344 5.730 0.201 -0.142 -0.260 -0.28
C -1.117 5.525 5.684 -0.060 0.036 0.099 -0.08
C -1.268 6.224 4.492 -0.072 0.119 -0.116 0.00
C -2.135 7.302 4.428 -0.014 -0.016 0.054 -0.06
C -2.857 7.686 5.554 0.051 -0.043 -0.022 -0.06
C -2.697 7.003 6.748 -0.095 0.145 -0.059 0.00
C -1.824 5.924 6.820 0.060 -0.051 -0.119 -0.08
C -1.650 5.210 8.115 -0.158 0.083 0.322 -0.28
O -2.226 5.591 9.114 0.010 -0.004 -0.053 0.10
C -0.762 4.018 8.154 0.051 -0.021 -0.093 -0.09
C -0.614 3.313 9.343 0.053 -0.140 0.113 0.00
C 0.185 2.182 9.382 -0.012 0.054 -0.088 -0.05
C 0.841 1.750 8.233 0.001 -0.029 0.069 -0.05
C 0.707 2.457 7.050 0.109 -0.172 0.024 0.00
C -0.090 3.593 7.006 -0.083 0.035 0.122 -0.08
H -0.710 5.921 3.616 0.041 -0.099 0.086 0.12
H -2.254 7.843 3.498 0.002 -0.007 0.015 0.11
H -3.542 8.522 5.499 0.018 -0.007 0.004 0.11
H -3.254 7.304 7.626 0.083 -0.095 0.058 0.12
H -1.128 3.647 10.235 -0.051 0.090 -0.089 0.12
H 0.297 1.632 10.308 0.001 0.005 -0.018 0.11
H 1.459 0.860 8.264 0.004 0.019 0.013 0.10
H 1.219 2.122 6.157 -0.047 0.122 -0.046 0.12
O 3.260 -1.497 8.615 -0.006 0.022 0.037 0.09
C 3.951 -2.429 8.256 -0.213 0.260 0.037 -0.28
C 3.899 -2.915 6.851 0.065 -0.087 -0.036 -0.08
C 3.065 -2.276 5.939 -0.058 0.035 -0.134 0.00
C 3.035 -2.694 4.619 0.023 -0.037 -0.009 -0.05
C 3.838 -3.751 4.203 -0.015 0.032 0.078 -0.05
C 4.658 -4.401 5.110 -0.043 -0.017 -0.183 0.00
C 4.688 -3.990 6.437 -0.059 0.111 0.046 -0.08
C 5.562 -4.708 7.405 0.192 -0.289 -0.130 -0.28
O 6.208 -5.675 7.059 -0.017 0.039 0.024 0.11
C 5.630 -4.208 8.805 -0.075 0.101 0.032 -0.08
C 6.467 -4.842 9.714 0.096 -0.037 0.152 0.00
C 6.564 -4.369 11.012 -0.047 0.049 -0.021 -0.06
C 5.825 -3.259 11.408 0.010 -0.048 -0.049 -0.06
C 4.979 -2.631 10.509 0.043 0.022 0.175 0.00
C 4.874 -3.105 9.207 0.084 -0.092 -0.024 -0.08
H 2.445 -1.451 6.262 0.067 -0.018 0.098 0.12
H 2.389 -2.191 3.910 0.020 0.008 0.013 0.11
H 3.821 -4.068 3.168 -0.007 0.002 0.018 0.11
H 5.279 -5.227 4.788 0.022 -0.007 0.135 0.12
H 7.045 -5.703 9.405 -0.056 0.033 -0.121 0.12
H 7.220 -4.863 11.718 -0.009 0.008 -0.013 0.11
H 5.908 -2.885 12.421 -0.006 -0.007 -0.016 0.11
H 4.401 -1.770 10.818 -0.052 -0.018 -0.125 0.12
```
Positions in Å, forces in eV/Å.

Calculated values
* net charge: 0
* SMILES: C#CN1C(=O)c2c([PH2]=N)cc([C@@H](C)CC)c(CCC(C)C)c2C1=O.O=C1c2ccccc2C(=O)c2ccccc21.O=C1c2ccccc2C(=O)c2ccccc21.O=C1c2ccccc2C(=O)c2ccccc21
* E_HOMO: -8.37 eV
* Kohn-Sham gap: 7.34 eV

---

Number 1: calculated total energy -37115.1019 eV. Number 2: calculated total energy -13997.8250 eV. Number 3: calculated total energy -308707.3317 eV. Number 4: calculated total energy -92699.8089 eV.